C20H31BN13Pt | ωB97M-V/def2-TZVPD

Each line ends with the Löwdin spin population.
Atoms and positions in Å:
Pt  0.496  -0.712  -0.938  0.608
C  1.345  -4.183  -1.166  0.001
C  0.712  -3.651  0.073  0.003
C  0.327  -4.304  1.242  0.000
C  -0.206  -3.323  2.055  0.003
N  -0.144  -2.140  1.426  -0.002
N  0.416  -2.357  0.198  0.007
B  -0.635  -0.723  1.980  0.001
N  0.577  0.250  1.863  0.007
C  1.060  1.198  2.671  0.008
C  2.195  1.733  2.083  0.007
C  2.358  1.050  0.880  0.019
C  3.419  1.181  -0.157  0.001
N  1.362  0.154  0.775  0.149
N  -1.722  -0.214  0.988  0.001
C  -2.902  0.407  1.069  0.009
C  -3.405  0.559  -0.216  0.005
C  -2.462  -0.002  -1.067  0.018
C  -2.484  -0.148  -2.550  0.008
N  -1.447  -0.467  -0.315  0.072
N  -1.081  -0.827  3.391  0.000
C  -0.321  -1.172  4.470  0.000
C  -1.110  -1.078  5.580  0.000
C  -2.370  -0.650  5.096  0.000
C  -3.611  -0.377  5.883  0.000
N  -2.346  -0.498  3.786  0.000
H  1.521  -5.251  -1.072  0.000
H  2.308  -3.700  -1.346  0.000
H  0.699  -4.025  -2.033  0.000
H  0.424  -5.352  1.463  0.000
H  -0.629  -3.388  3.043  0.000
H  0.595  1.397  3.623  0.001
H  2.844  2.487  2.494  0.001
H  4.296  1.668  0.263  0.000
H  3.077  1.779  -1.004  0.000
H  3.719  0.202  -0.532  0.000
H  -3.322  0.620  2.037  0.001
H  -4.360  0.974  -0.489  0.001
H  -3.510  -0.240  -2.900  0.001
H  -1.938  -1.039  -2.864  0.004
H  -2.044  0.720  -3.045  0.000
H  0.712  -1.466  4.362  0.000
H  -0.834  -1.284  6.600  0.000
H  -3.460  -0.614  6.933  0.000
H  -4.442  -0.976  5.511  0.000
H  -3.896  0.672  5.809  0.000
C  1.234  3.929  -3.853  0.000
N  0.370  3.044  -3.060  -0.001
C  -0.530  3.737  -2.137  0.000
C  0.698  1.765  -2.795  0.001
N  0.371  1.165  -1.692  0.007
N  1.386  1.093  -3.783  0.007
C  1.813  -0.217  -3.775  0.014
N  2.424  -0.605  -4.903  0.012
N  1.620  -1.008  -2.763  0.028
H  0.635  4.769  -4.190  0.000
H  1.632  3.449  -4.743  0.000
H  2.066  4.302  -3.253  0.000
H  -0.957  4.588  -2.659  0.000
H  -0.006  4.103  -1.249  0.000
H  -1.350  3.082  -1.844  0.000
H  -0.032  1.783  -1.001  0.000
H  1.488  1.590  -4.651  0.000
H  2.566  0.013  -5.683  0.001
H  2.798  -1.535  -4.986  0.000
H  1.992  -1.933  -2.938  0.000

Output
Highest occupied orbital energy (spin up / spin down) (eV): -13.6 / -13.6
ΔE to the lowest compared entry with this formula, charge and spin (kJ/mol): 49.15
2S+1: 2
E_LUMO (spin up / spin down) (eV): -5.90 / -7.51
Net charge: +2
Electronic energy (eV): -44527.285
HOMO-LUMO gap (spin up / spin down) (eV): 7.742 / 6.133

=====

C20H31BNO2Tb | ωB97M-V/def2-TZVPD

Each line ends with the Löwdin spin population.
Atoms and positions in Å:
O  -0.119  -0.251  -0.091  -0.017
C  1.060  -0.703  -0.844  -0.002
C  0.648  0.107  -2.040  0.000
H  1.027  -1.799  -0.980  0.000
H  1.993  -0.388  -0.350  0.000
C  -0.590  0.541  -1.256  -0.001
H  0.394  -0.561  -2.890  0.000
H  1.347  0.896  -2.374  0.000
C  -1.902  -0.080  -1.679  0.000
H  -1.800  -1.175  -1.674  0.000
H  -2.254  0.260  -2.665  0.000
H  -2.663  0.173  -0.928  0.000
C  -0.684  2.019  -0.990  0.000
H  0.308  2.457  -0.829  0.000
H  -1.294  2.227  -0.106  0.000
H  -1.157  2.534  -1.842  0.000
Tb  0.126  -0.154  2.311  6.166
C  0.753  1.926  3.739  -0.011
C  1.951  1.159  3.744  -0.014
C  2.457  1.109  2.412  -0.013
H  2.448  0.777  4.635  0.000
C  1.578  1.872  1.583  -0.015
C  0.514  2.364  2.402  -0.013
H  -0.270  3.050  2.084  0.000
H  0.185  2.214  4.625  0.000
H  3.394  0.646  2.098  0.000
H  1.774  2.168  0.554  0.000
C  -1.986  -0.214  4.027  -0.013
C  -2.080  1.021  3.331  -0.015
C  -2.330  0.742  1.958  -0.014
H  -2.080  2.008  3.793  0.000
C  -2.405  -0.680  1.807  -0.013
C  -2.208  -1.269  3.090  -0.012
H  -2.305  -2.331  3.329  0.000
H  -1.869  -0.320  5.105  0.000
H  -2.596  1.482  1.206  0.000
H  -2.696  -1.207  0.899  0.000
O  0.541  -1.124  -4.262  0.000
C  0.010  -0.245  -5.326  0.000
C  0.404  -0.838  -6.675  0.000
H  0.463  0.747  -5.197  0.000
H  -1.077  -0.198  -5.201  0.000
C  1.400  -1.957  -6.371  0.000
H  0.860  -0.083  -7.310  0.000
H  -0.475  -1.239  -7.185  0.000
C  1.312  -2.219  -4.869  0.000
H  2.407  -1.637  -6.650  0.000
H  1.146  -2.847  -6.939  0.000
H  2.304  -2.257  -4.405  0.000
H  0.738  -3.133  -4.678  0.000
B  0.517  -0.826  6.811  0.001
C  0.633  -1.194  5.333  0.003
N  0.697  -1.390  4.168  -0.017
H  1.523  -1.209  7.380  0.000
H  -0.480  -1.362  7.270  0.000
H  0.409  0.390  6.909  0.000

Output
Highest occupied orbital energy (spin up / spin down) (eV): -8.0 / -8.1
2S+1: 7
E_LUMO (spin up / spin down) (eV): -0.01 / 0.07
Net charge: 0
Electronic energy (eV): -49937.381
HOMO-LUMO gap (spin up / spin down) (eV): 8.004 / 8.171

=====

C20H31Br2N3O6P2S4Zr | ωB97M-V/def2-TZVPD

Each line ends with the Löwdin charge.
Atoms and positions in Å:
Zr  0.000  0.000  0.000  1.113
C  -3.028  -1.993  -2.120  -0.379
C  -3.627  -1.898  -0.741  -0.398
S  -2.595  -0.566  -0.089  0.705
C  -3.154  -0.511  1.631  -0.452
C  -2.449  -1.610  2.399  -0.423
S  -0.760  -1.740  1.742  0.775
C  -0.602  -3.547  1.776  -0.415
C  0.754  -3.811  1.171  -0.389
S  1.254  -2.206  0.509  0.926
C  1.052  -2.485  -1.290  -0.422
C  -0.376  -2.723  -1.786  -0.401
S  -1.406  -1.211  -1.844  0.793
H  -3.593  -1.394  -2.842  0.110
H  -2.968  -3.020  -2.491  0.113
H  -3.482  -2.824  -0.177  0.095
H  -4.689  -1.638  -0.767  0.115
H  -4.243  -0.597  1.702  0.104
H  -2.878  0.468  2.039  0.074
H  -2.983  -2.557  2.267  0.091
H  -2.423  -1.387  3.470  0.102
H  -1.391  -4.005  1.170  0.090
H  -0.669  -3.935  2.797  0.111
H  0.731  -4.603  0.417  0.109
H  1.468  -4.108  1.946  0.105
H  1.669  -3.354  -1.546  0.115
H  1.497  -1.630  -1.812  0.027
H  -0.874  -3.492  -1.190  0.086
H  -0.323  -3.099  -2.814  0.106
N  0.571  4.958  0.058  0.217
C  -0.469  3.804  -0.004  -0.439
C  -1.855  4.434  -0.129  -0.082
P  -0.283  2.764  1.581  0.369
O  -1.299  3.525  2.593  -0.129
O  1.087  3.162  2.100  -0.311
O  -0.790  1.368  1.437  -0.452
P  -0.144  2.710  -1.550  0.373
O  1.455  2.493  -1.399  -0.225
O  -0.263  3.625  -2.748  -0.276
O  -0.790  1.368  -1.437  -0.495
H  0.233  5.751  0.590  0.168
H  0.880  5.113  -0.907  0.158
H  1.322  4.478  0.602  0.131
H  -2.072  5.105  0.707  0.089
H  -2.622  3.652  -0.140  0.098
H  -1.949  5.005  -1.058  0.094
H  -1.284  2.985  3.406  0.092
H  1.669  1.761  -2.008  0.032
Br  5.538  0.000  3.940  0.849
C  3.954  0.000  2.906  -0.632
C  2.724  0.000  3.539  -0.050
C  1.608  0.000  2.736  -0.137
N  1.659  0.000  1.387  -0.256
C  2.870  0.000  0.754  -0.237
C  4.041  0.000  1.514  -0.017
C  2.870  0.000  -0.754  -0.183
C  4.041  0.000  -1.514  0.005
C  3.954  0.000  -2.906  -0.618
Br  5.538  0.000  -3.940  0.877
C  2.724  0.000  -3.539  -0.036
C  1.608  0.000  -2.736  -0.155
N  1.659  0.000  -1.387  -0.201
H  2.630  0.000  4.618  0.127
H  0.607  0.000  3.158  0.099
H  5.021  0.000  1.054  0.113
H  5.021  0.000  -1.054  0.119
H  2.630  0.000  -4.618  0.136
H  0.607  0.000  -3.158  0.125
H  1.113  1.554  0.000  0.070

Output
Highest occupied orbital energy (eV): -12.9
ΔE to the lowest compared entry with this formula, charge and spin (kJ/mol): 0.00
E_LUMO (eV): -6.50
Net charge: +2
Electronic energy (eV): -241269.880
HOMO-LUMO gap (eV): 6.386

=====

C20H31CoNO5SSe | ωB97M-V/def2-TZVPD

Each line ends with the Löwdin spin population.
Atoms and positions in Å:
Co  -0.621  -0.289  -0.534  1.024
C  1.133  -2.898  -0.713  0.001
C  1.539  -2.475  0.708  0.001
O  1.278  -1.089  0.844  0.013
C  1.291  -0.655  2.197  0.000
C  1.266  0.844  2.148  -0.001
O  0.204  1.294  1.317  -0.012
C  -0.992  1.629  2.009  0.000
C  -2.003  2.098  0.945  0.000
O  -1.569  1.777  -0.373  0.022
C  -0.684  2.721  -0.974  0.002
C  -0.052  2.042  -2.156  0.000
O  0.707  0.927  -1.655  -0.004
C  1.385  0.179  -2.679  0.000
C  1.978  -1.032  -2.016  0.002
O  0.875  -1.779  -1.545  0.025
H  0.191  -3.438  -0.686  0.000
H  1.893  -3.541  -1.161  0.000
H  2.599  -2.659  0.901  0.000
H  0.954  -3.040  1.439  0.000
H  2.213  -0.978  2.692  0.000
H  0.439  -1.076  2.739  0.000
H  2.189  1.206  1.696  0.000
H  1.183  1.260  3.155  0.000
H  -0.790  2.432  2.723  0.000
H  -1.374  0.765  2.555  0.000
H  -2.185  3.172  1.014  0.000
H  -2.947  1.577  1.081  0.000
H  0.084  3.022  -0.260  0.000
H  -1.240  3.601  -1.305  0.001
H  0.609  2.737  -2.678  0.000
H  -0.803  1.671  -2.846  -0.001
H  2.174  0.792  -3.118  0.000
H  0.667  -0.105  -3.446  0.000
H  2.620  -0.724  -1.186  0.000
H  2.566  -1.610  -2.735  0.001
S  -1.823  -2.355  3.401  -0.001
C  -1.683  -1.715  1.906  -0.001
N  -1.576  -1.226  0.850  -0.005
C  -2.182  1.735  -7.782  -0.001
C  -2.169  1.093  -6.416  -0.006
C  -2.832  1.665  -5.344  0.001
C  -2.857  1.072  -4.079  -0.006
C  -3.644  1.774  -2.998  0.000
C  -2.169  -0.138  -3.871  -0.007
Se  -2.246  -1.046  -2.180  -0.046
C  -1.520  -0.753  -4.965  -0.004
C  -0.829  -2.094  -4.865  0.000
C  -1.528  -0.122  -6.206  0.001
H  -2.667  2.711  -7.756  0.000
H  -2.721  1.114  -8.500  0.000
H  -1.169  1.871  -8.168  0.000
H  -3.369  2.599  -5.491  0.000
H  -4.484  2.319  -3.436  0.000
H  -3.029  2.504  -2.467  0.000
H  -4.015  1.070  -2.256  0.000
H  0.210  -1.986  -4.543  0.000
H  -0.815  -2.585  -5.840  0.000
H  -1.317  -2.744  -4.144  0.001
H  -1.027  -0.608  -7.041  0.000

Output
Highest occupied orbital energy (spin up / spin down) (eV): -7.1 / -7.0
2S+1: 2
E_LUMO (spin up / spin down) (eV): 0.15 / 0.42
Net charge: 0
Electronic energy (eV): -146777.643
HOMO-LUMO gap (spin up / spin down) (eV): 7.248 / 7.452

=====

- What is the net charge in the second record?
  0